1.
DFT (the ωB97M-V functional and the def2-TZVPD basis) results for C26H66AsF6N3O14 as an isolated structure at a distorted geometry.

Each line ends with the Mulliken spin population.
Cartesian coordinates (Å):
H -0.26243 -0.92032 4.26411  0.000
H -9.52582 2.78226 -1.69810  0.000
C 1.06016 0.28361 0.88168  0.318
H -9.13082 1.18777 -1.15033  0.000
H -3.88952 1.51085 2.30566  0.000
H -0.42352 2.90832 2.15863  0.005
H 0.51215 3.01663 4.04134  0.000
H -2.58466 -5.85874 -0.80018  0.001
H -1.03920 4.49444 2.66268  0.000
O 7.06995 3.39629 2.03396  0.000
F 4.57039 2.11308 -1.56592  0.000
O -2.91349 3.40699 -3.17096  0.001
N 0.08135 -0.09542 -0.01597  -0.036
H 5.24144 -0.24179 3.39490  0.000
H -3.93578 1.59359 -3.44690  0.000
H 7.90636 1.63623 -0.76508  0.000
C -4.22010 -2.88720 1.73322  0.000
C -3.67093 -4.15765 -0.23422  0.000
H 1.13337 -2.89417 4.54505  0.000
H 0.25572 -3.61074 3.30122  0.000
C 0.43331 0.33900 -1.24975  0.199
F 3.97572 2.30216 -4.06669  0.000
C -0.54260 -4.31240 -2.22832  0.001
H 8.60542 3.14186 -0.22073  0.000
C 2.99671 1.88470 0.84648  -0.004
C -7.45484 2.51243 -1.36361  0.000
H -1.56520 -4.65175 -0.01472  0.001
C -4.94979 1.27980 2.40837  0.000
O -7.08228 2.90088 1.44858  0.000
H 4.36558 -1.20578 4.58764  0.000
H 0.70280 -4.34126 -3.95407  0.000
H 3.52072 4.00378 3.79295  0.000
H -3.59195 -1.50958 -5.11576  0.000
H 2.55191 2.17422 1.79855  0.000
O -3.32557 -3.69095 1.10105  0.000
H 0.90445 0.11514 1.93703  0.083
H -4.07428 -3.36343 -0.86240  0.000
F 5.83289 0.65799 -4.61889  0.000
C -3.51791 -2.04698 -4.17033  0.000
C -3.15011 1.99749 -2.80839  0.003
O -5.48885 1.26214 1.17188  0.000
H -0.31000 -5.36622 -2.38151  0.000
C 0.49878 -2.62601 3.70037  -0.003
O 3.07364 -3.69778 0.56679  0.002
F 6.35420 2.83650 -3.17648  0.000
C -1.22716 -0.74868 0.37222  0.013
H -2.56236 1.04982 0.08166  0.000
H -4.47069 -4.89249 -0.14209  0.000
O -0.57567 -1.79276 4.01444  0.001
C 8.09293 2.24268 0.12121  0.000
H -1.61235 -1.25206 -0.51454  0.006
H 4.33671 -1.61302 2.88197  0.001
O 0.13179 -2.39739 -3.44385  0.005
H -5.02910 0.32044 2.91969  0.000
H 3.22560 -4.27738 -0.18326  0.000
H 5.97961 2.79416 0.38309  0.000
H -2.93571 3.52613 -4.12327  0.000
H 1.12549 -2.06929 3.00367  0.000
H -3.55574 2.09281 -1.80118  0.000
H -3.34836 -3.07785 -4.48123  0.000
H -4.45228 -1.81226 -3.66047  0.000
C -8.88614 2.23956 -1.00213  0.000
H 4.38773 2.87536 4.99059  0.000
C 3.44127 -2.41526 0.16227  0.002
O 0.85312 3.70619 3.46702  0.000
H -9.15566 2.58873 -0.00537  0.000
H -7.14714 2.16593 -2.35020  0.000
H 3.24495 2.36101 3.72091  0.000
H -2.32510 -3.23802 -2.00134  0.001
C 0.73077 -1.79610 -4.50660  0.002
H 3.88068 1.28787 1.07122  -0.004
H -7.16553 3.56318 -1.34535  0.000
H 1.72571 -2.13792 -4.79181  0.001
O 6.25620 4.65988 3.79420  0.000
C -0.14324 3.93525 2.39309  -0.005
H -2.19235 1.48663 -2.90747  0.000
H -0.95346 -3.96484 -4.34778  0.001
H -3.12913 -0.29918 1.14720  -0.001
C 6.85359 2.48256 0.95507  0.000
H 0.37648 4.32692 1.51868  0.001
O -2.53710 -1.50426 -3.27690  -0.001
C 1.64606 1.09583 -1.13781  0.215
F 6.33423 0.38927 -2.09297  0.000
O -6.55754 1.83732 -0.53905  0.000
H 0.12566 -1.90789 -5.40629  0.000
F 4.03714 -0.00942 -2.97276  0.004
C 4.31328 -0.78065 3.58532  -0.001
C -2.39910 -4.78905 -0.70310  -0.001
C -0.17147 -3.78927 -3.60902  0.001
H 8.93874 1.86603 0.69639  0.000
C 6.10784 3.78547 2.95568  0.000
O 5.06160 2.90124 2.98007  0.000
H 3.30087 2.75665 0.26745  -0.008
C 4.03957 3.06259 3.97480  0.000
N -2.03635 -4.20542 -1.97212  0.014
H -5.08628 -3.37491 2.18042  0.000
H -1.68114 -1.85070 -3.53940  0.000
As 5.23133 1.39483 -3.10751  -0.001
H 6.47275 1.49840 1.22800  0.000
H 2.65761 -0.10818 4.21736  0.000
H 0.13096 -3.92693 -1.46292  -0.001
H 3.26207 -1.53512 0.77980  0.000
H -1.13132 -1.52281 1.13356  -0.004
O 3.19047 0.02032 3.42923  0.003
C -6.40779 2.11871 0.80468  0.000
C -2.27454 0.28034 0.79801  -0.010
H -3.79334 -2.19638 2.46036  0.000
H 3.04352 -2.18644 -0.82644  0.003
H 4.53005 -2.36592 0.14753  0.002
H -5.38708 1.94745 3.15074  0.000
H -1.84419 0.87824 1.60138  0.001
N 1.97899 1.08510 0.21464  -0.031
H -4.63419 -2.14798 1.04751  0.000
H 2.30999 1.68331 -1.75463  0.018
H -0.31095 0.16168 -2.01201  0.199
H 0.76712 -0.74151 -4.23344  -0.002

Properties
maximum force: 0.0715 Eh/bohr
lowest unoccupied orbital energy (spin up / spin down): -5.33 / -9.26 eV
Kohn-Sham gap (spin up / spin down): 6.497 / 2.458 eV
multiplicity: 2
charge: +1

---

2.
DFT (the ωB97M-V functional and the def2-TZVPD basis) results for one molecule with the formula C4H7N5 at a distorted geometry.

Each line ends with the natural charge from an NBO analysis.
Cartesian coordinates (Å):
N 0.86017 -1.53814 -0.95159  -0.615
C 0.48821 1.51070 -0.46203  0.013
C 1.91182 -0.09521 0.67721  -0.182
H 2.70757 -0.37220 1.44573  0.222
C 1.12624 -1.31947 0.24344  0.110
C 1.60452 1.12154 0.21634  -0.278
H -3.97265 -0.94104 0.12705  0.330
H 0.28037 -2.34522 -1.11978  0.345
N -0.74700 0.92435 -0.46896  -0.281
H 0.91034 -2.00870 0.99357  0.157
N -2.27148 -0.40293 0.67694  -0.008
H 0.36670 2.56575 -0.86680  0.196
H -1.32771 1.39240 -1.13782  0.394
H 2.25410 2.03554 0.33976  0.229
N -3.07169 -0.68202 -0.23119  -0.478
N -1.11950 0.15465 0.51812  -0.155

Properties
maximum force: 0.0810 Eh/bohr
lowest unoccupied orbital energy (spin up / spin down): -0.64 / -0.75 eV
Kohn-Sham gap (spin up / spin down): 7.425 / 6.908 eV
energy above the lowest of the compared OMol25 structures with the same formula, charge and spin: 7.564 eV
charge: 0

---

| no. | E (eV) |
| --- | --- |
| 1 | -138297.554 |
| 2 | -11705.914 |